Model i:
Density functional theory data (wB97M-V/def2-TZVPD) for a structure of composition C2H3N3O.

```
! wB97M-V def2-TZVPD RIJCOSX def2/J DEFGRID3
* xyz 0 1
O 0.746 0.310 -1.654
C 0.287 0.224 -0.290
N 0.489 0.826 0.843
C -0.499 0.177 1.542
N -1.216 -0.707 0.858
N -0.663 -0.665 -0.376
H 1.645 -0.047 -1.775
H -0.684 0.379 2.590
H -0.105 -0.498 -1.739
*
```

Results
* frontier orbital gap: 9.425 eV

***

Model ii:
Density functional theory data (wB97M-V/def2-TZVPD) for an isolated molecule of C2H3N3O.

```
! wB97M-V def2-TZVPD RIJCOSX def2/J DEFGRID3
* xyz 0 1
C 1.245 0.009 -0.562
C -0.190 0.016 0.110
N -0.111 1.112 0.667
O -2.214 0.495 1.266
N -2.223 -0.588 0.688
N -1.175 -0.974 0.018
H 1.738 -0.853 -0.122
H 1.019 -0.107 -1.618
H 1.912 0.890 -0.447
*
```

Results
* frontier orbital gap (alpha / beta): 8.611 / 8.625 eV

***

model i ends up most stable, edging out the next structure by 165.3 kJ/mol.

***

Model i:
Density functional theory data (wB97M-V/def2-TZVPD) for an isolated molecule of C2H3N3O.

```
! wB97M-V def2-TZVPD RIJCOSX def2/J DEFGRID3
* xyz 0 1
O -1.065 -1.861 0.023
C -0.350 -0.708 0.002
C 0.880 -0.243 -0.422
N 0.809 1.167 -0.013
N -0.367 1.422 0.528
N -1.051 0.346 0.568
H -1.894 -1.544 0.445
H 1.791 -0.641 -0.887
H 1.245 2.078 -0.249
*
```

Results
* SMILES: Oc1c[nH]nn1
* frontier orbital gap: 10.382 eV

***

Model ii:
Density functional theory data (wB97M-V/def2-TZVPD) for a cluster of 2 separate species, C2H3N3O in total.

```
! wB97M-V def2-TZVPD RIJCOSX def2/J DEFGRID3
* xyz 0 1
N 2.433 0.534 0.174
C 1.685 0.067 -0.594
C 0.604 -0.755 -1.367
N -0.590 0.211 -0.831
N -0.323 -0.645 -0.026
H 0.923 -1.607 -1.949
O -1.472 0.205 1.553
H -2.400 0.818 1.280
H -0.861 1.172 1.760
*
```

Results
* SMILES: N#CC1N=N1.O
* frontier orbital gap: 9.851 eV

***

model i ends up most stable, edging out the next structure by 467.1 kJ/mol.

***

Model i:
Density functional theory data (wB97M-V/def2-TZVPD) for a cluster of 2 separate species, C5H10NO2 in total.

```
! wB97M-V def2-TZVPD RIJCOSX def2/J DEFGRID3
* xyz 0 2
O 0.112 0.371 1.483
C -0.608 1.260 0.931
O -1.149 1.165 -0.212
C -0.693 2.552 1.744
H -0.205 3.361 1.162
H -1.740 2.930 1.878
H -0.169 2.438 2.720
C 2.297 -0.745 -0.497
C 1.245 -1.509 -0.978
N -0.021 -1.561 -0.393
C -1.206 -1.603 -1.247
H 2.200 -0.193 0.405
H 3.219 -0.578 -1.107
H 1.469 -2.116 -1.863
H -0.151 -0.830 0.344
H -1.341 -0.689 -1.891
H -1.146 -2.498 -1.859
H -2.113 -1.754 -0.620
*
```

Results
* frontier orbital gap (alpha / beta): 8.946 / 5.423 eV

***

Model ii:
Density functional theory data (wB97M-V/def2-TZVPD) for an isolated molecule of C5H10NO2.

```
! wB97M-V def2-TZVPD RIJCOSX def2/J DEFGRID3
* xyz 0 2
C -1.577 -1.663 -0.880
N -0.342 -0.934 -1.205
C 0.007 0.282 -0.413
C -0.317 0.411 1.002
C 0.377 1.518 1.757
O 0.054 1.800 2.882
C 1.594 0.507 -0.530
O 1.942 1.763 -0.810
H -2.197 -1.109 -0.011
H -1.444 -2.658 -0.512
H -2.140 -1.518 -1.862
H 0.391 -1.633 -1.177
H -0.322 1.075 -1.068
H -1.431 0.616 0.989
H -0.028 -0.533 1.549
H 1.270 2.035 1.266
H 2.005 -0.146 -1.395
H 2.159 0.187 0.418
*
```

Results
* frontier orbital gap (alpha / beta): 10.106 / 7.397 eV

***

model i ends up most stable, edging out the next structure by 160.8 kJ/mol.

***

Model i:
Density functional theory data (wB97M-V/def2-TZVPD) for a cluster of 2 separate species, C2H2IN in total.

```
! wB97M-V def2-TZVPD RIJCOSX def2/J DEFGRID3
* xyz 0 1
C 0.748 -1.291 0.930
C 0.003 -0.279 1.256
N 1.636 -2.028 0.804
I -2.406 2.937 1.497
H -0.383 -0.136 2.324
H -0.178 0.438 0.432
*
```

Results
* frontier orbital gap (alpha / beta): 3.286 / 3.224 eV

***

Model ii:
Density functional theory data (wB97M-V/def2-TZVPD) for a cluster of 2 separate species, C2H2IN in total.

```
! wB97M-V def2-TZVPD RIJCOSX def2/J DEFGRID3
* xyz 0 1
C 0.974 -0.882 0.237
C 0.365 0.176 -0.349
N 1.518 -1.786 0.759
I -3.251 1.400 0.562
H 1.041 0.562 -1.060
H -0.647 0.530 -0.149
*
```

Results
* frontier orbital gap (alpha / beta): 3.366 / 3.344 eV

***

model ii ends up most stable, edging out the next structure by 29.6 kJ/mol.

***

Model i:
Density functional theory data (wB97M-V/def2-TZVPD) for an isolated molecule of C2H2IN.

```
! wB97M-V def2-TZVPD RIJCOSX def2/J DEFGRID3
* xyz 0 1
I -1.943 0.133 1.323
C -0.219 0.497 0.093
C 0.638 -0.540 -0.532
N 1.289 -0.159 0.443
H -0.273 1.522 -0.064
H 0.508 -1.454 -1.262
*
```

Results
* SMILES: I[C@@H]1C=N1
* frontier orbital gap: 9.626 eV

***

Model ii:
Density functional theory data (wB97M-V/def2-TZVPD) for a cluster of 2 separate species, C2H2IN in total.

```
! wB97M-V def2-TZVPD RIJCOSX def2/J DEFGRID3
* xyz 0 1
C 0.075 1.340 -0.431
C -2.493 -1.618 0.111
N 0.001 2.450 -0.100
I -3.495 0.150 0.039
H 0.362 0.289 -0.794
H -1.417 -1.344 -0.153
*
```

Results
* frontier orbital gap: 7.609 eV

***

model i ends up most stable, edging out the next structure by 200.7 kJ/mol.

***

Model i:
Density functional theory data (wB97M-V/def2-TZVPD) for a cluster of 3 separate species, C3H10O4 in total.

```
! wB97M-V def2-TZVPD RIJCOSX def2/J DEFGRID3
* xyz 0 1
C 0.068 0.819 -1.134
C -0.313 0.938 0.348
C -0.204 -0.422 0.997
O -1.162 -1.129 1.135
O 1.001 -0.751 1.547
H 1.140 0.796 -1.341
H -0.393 -0.015 -1.667
H -0.255 1.698 -1.702
H -1.381 1.132 0.441
H 0.328 1.703 0.774
H 1.686 -0.550 0.881
O 3.296 -0.627 -0.066
H 3.506 -0.583 -0.995
H 4.101 -0.337 0.371
O -3.729 -0.517 0.159
H -3.090 -1.219 0.178
H -4.601 -0.935 0.074
*
```

Results
* SMILES: CCC(=O)O.O.O
* frontier orbital gap: 10.344 eV

***

Model ii:
Density functional theory data (wB97M-V/def2-TZVPD) for a cluster of 3 separate species, C3H10O4 in total.

```
! wB97M-V def2-TZVPD RIJCOSX def2/J DEFGRID3
* xyz 0 1
O -0.065 2.637 -0.255
C 0.357 1.960 -1.145
C 1.171 0.702 -0.949
C 1.684 0.492 0.478
O 1.447 -0.816 1.007
H 0.208 2.200 -2.217
H 0.588 -0.184 -1.250
H 1.997 0.718 -1.674
H 2.770 0.695 0.488
H 1.240 1.202 1.159
H 1.738 -1.465 0.345
O -3.288 -0.821 -0.669
H -2.591 -1.067 -0.046
H -3.987 -1.466 -0.539
O -1.333 -1.438 1.476
H -1.529 -2.132 2.123
H -0.406 -1.215 1.669
*
```

Results
* SMILES: O=CCCO.O.O
* frontier orbital gap: 10.659 eV

***

model i ends up most stable, edging out the next structure by 82.8 kJ/mol.

***

Model i:
Density functional theory data (wB97M-V/def2-TZVPD) for a cluster of 4 separate species, C4H16NO3 in total.

```
! wB97M-V def2-TZVPD RIJCOSX def2/J DEFGRID3
* xyz 1 1
C 1.707 0.139 1.456
C 0.322 -0.061 0.809
C 0.147 -1.369 -0.041
C 0.374 -2.586 0.460
N -0.241 -0.955 -1.280
H 1.743 0.809 2.187
H 1.829 -0.864 1.798
H 2.656 0.439 0.801
H -0.483 0.177 1.577
H 0.014 0.875 0.145
H 0.580 -2.738 1.498
H 0.354 -3.529 -0.023
H -1.335 -1.095 -1.303
H 0.126 -1.575 -1.985
H -0.059 0.018 -1.697
H -0.736 2.462 3.473
H -0.248 2.839 2.028
O -0.810 2.192 2.589
H 1.611 1.636 -3.139
H 0.230 1.360 -3.768
O 0.865 1.026 -3.193
H -3.001 0.009 -0.092
H -2.776 0.863 -1.282
O -2.865 -0.070 -1.020
*
```

Results
* frontier orbital gap: 10.800 eV

***

Model ii:
Density functional theory data (wB97M-V/def2-TZVPD) for a cluster of 3 separate species, C4H16NO3 in total.

```
! wB97M-V def2-TZVPD RIJCOSX def2/J DEFGRID3
* xyz 1 1
C -0.839 -0.260 2.142
C 0.476 0.519 2.198
C 1.268 0.862 0.949
C 0.419 1.450 -0.207
O 0.233 0.348 -1.103
N -0.593 -1.675 1.692
H -1.478 0.290 1.450
H -1.347 -0.228 3.094
H 0.260 1.449 2.753
H 1.174 -0.006 2.874
H 1.722 -0.016 0.463
H 2.120 1.414 1.347
H -0.532 1.904 0.039
H 1.034 2.215 -0.670
H 0.130 0.733 -1.981
H 0.406 -1.869 1.562
H -1.038 -1.907 0.753
H -0.737 -2.400 2.414
H -0.123 0.967 -4.521
H -1.003 2.151 -4.330
O -0.373 1.612 -3.838
H 0.231 -1.744 -1.063
H -0.686 -2.969 -1.440
O -0.353 -2.447 -0.701
*
```

Results
* frontier orbital gap: 11.075 eV

***

Model iii:
Density functional theory data (wB97M-V/def2-TZVPD) for a cluster of 3 separate species, C4H16NO3 in total.

```
! wB97M-V def2-TZVPD RIJCOSX def2/J DEFGRID3
* xyz 1 1
C 1.312 -0.784 0.558
C 0.714 0.503 0.117
C 0.142 0.407 -1.297
C -1.128 -0.515 -1.206
O -1.996 -0.079 -0.178
N 2.839 -0.952 0.089
H 0.757 -1.657 0.230
H 1.466 -0.821 1.646
H -0.064 0.847 0.809
H 1.321 1.411 0.185
H 0.857 -0.060 -1.997
H -0.036 1.410 -1.651
H -1.647 -0.541 -2.145
H -0.792 -1.510 -0.916
H -2.106 0.899 -0.185
H 3.243 -0.124 0.521
H 3.101 -0.975 -0.898
H 3.233 -1.773 0.542
H -2.703 2.928 0.810
H -2.639 3.114 -0.624
O -2.180 2.610 0.059
H -1.517 -0.863 1.346
H -1.317 -2.096 2.306
O -0.859 -1.377 1.877
*
```

Results
* frontier orbital gap: 10.226 eV

***

model ii ends up most stable, edging out the next structure by 25.4 kJ/mol.

***

Model i:
Density functional theory data (wB97M-V/def2-TZVPD) for an isolated molecule of C3H3NO3.

```
! wB97M-V def2-TZVPD RIJCOSX def2/J DEFGRID3
* xyz 0 1
H -0.312 1.862 -1.555
N -0.954 1.492 -0.849
C -0.508 0.413 -0.382
C -1.264 -0.411 0.638
O -0.929 -1.540 0.886
O 0.637 -0.210 -0.845
C 1.573 -0.486 0.106
O 1.598 0.015 1.190
H -2.138 0.068 1.110
H 2.297 -1.202 -0.299
*
```

Results
* SMILES: [H]/N=C(/C=O)OC=O
* frontier orbital gap: 10.442 eV

***

Model ii:
Density functional theory data (wB97M-V/def2-TZVPD) for an isolated molecule of C3H3NO3.

```
! wB97M-V def2-TZVPD RIJCOSX def2/J DEFGRID3
* xyz 0 1
O 1.131 1.746 -0.699
C 0.634 0.649 -0.279
C -0.254 0.385 0.793
C -0.963 -0.914 0.385
O -1.930 -1.319 0.805
O 0.111 -1.571 -0.507
N 1.012 -0.481 -0.967
H -0.805 1.422 0.870
H 0.096 0.311 1.724
H 0.968 -0.228 -2.124
*
```

Results
* SMILES: O=C1CC(=O)ON1
* frontier orbital gap: 10.683 eV

***

Model iii:
Density functional theory data (wB97M-V/def2-TZVPD) for a cluster of 2 separate species, C3H3NO3 in total.

```
! wB97M-V def2-TZVPD RIJCOSX def2/J DEFGRID3
* xyz 0 1
C -1.629 0.959 -2.319
C -0.814 0.851 -1.332
C -0.163 -0.191 0.904
N 0.917 -0.795 1.260
O 1.824 -1.171 0.385
O -2.104 1.221 -3.331
O 1.154 -1.097 2.485
H -0.833 1.487 -0.372
H 2.649 -1.360 0.885
H -1.002 0.095 1.436
*
```

Results
* frontier orbital gap (alpha / beta): 6.618 / 6.615 eV

***

model i ends up most stable, edging out the next structure by 211.3 kJ/mol.

***

Model i:
Density functional theory data (wB97M-V/def2-TZVPD) for an isolated molecule of C3H3NO3.

```
! wB97M-V def2-TZVPD RIJCOSX def2/J DEFGRID3
* xyz 0 1
H -0.453 1.957 -1.566
N -1.065 1.452 -0.924
C -0.473 0.477 -0.390
C -1.254 -0.421 0.534
O -0.787 -1.424 1.009
O 0.781 0.048 -0.714
C 1.604 -0.531 0.237
O 1.859 -0.043 1.292
H -2.294 -0.088 0.691
H 2.031 -1.451 -0.178
*
```

Results
* SMILES: [H]/N=C(/C=O)OC=O
* frontier orbital gap: 10.493 eV

***

Model ii:
Density functional theory data (wB97M-V/def2-TZVPD) for an isolated molecule of C3H3NO3.

```
! wB97M-V def2-TZVPD RIJCOSX def2/J DEFGRID3
* xyz 0 1
C -1.057 1.715 0.061
C -1.315 -0.430 -0.052
C 1.111 0.573 -0.157
N -0.193 -1.461 0.030
O -2.441 -0.779 -0.195
O 0.190 1.736 0.064
O 0.905 -0.590 0.536
H -0.374 -2.126 0.774
H 1.091 0.426 -1.248
H 2.083 0.935 0.187
*
```

Results
* frontier orbital gap: 8.312 eV

***

model i ends up most stable, edging out the next structure by 557.7 kJ/mol.